# 1
Here is a 8-piece molecular cluster, C10H36N8O8 overall from OMol25. Energies are from ωB97M-V/def2-TZVPD.

The calculation puts the energy above the lowest of the compared OMol25 structures with the same formula, charge and spin at 144.1 kcal/mol. As for the SMILES: NC(N)=O.NC(N)=O.NC(N)=O.NC(N)=O.CCO.CCO.CO.CO. The HOMO-LUMO gap is 0.27680 Eh. Its largest force on an atom is 9.9 eV/Å. Its spin multiplicity is 1. Its HOMO energy is -7.760 eV.

Cartesian coordinates (Å):
N  11.158  -16.035  -23.157
C  12.038  -15.973  -22.183
N  11.889  -16.922  -21.263
O  13.022  -14.989  -22.092
H  11.311  -15.372  -23.942
H  10.543  -16.849  -23.240
H  12.757  -17.064  -20.682
H  11.379  -17.805  -21.470
N  9.554  -18.471  -23.361
C  10.547  -19.212  -22.882
N  10.604  -19.195  -21.619
O  11.472  -19.872  -23.687
H  9.369  -18.549  -24.347
H  8.714  -18.225  -22.808
H  11.173  -19.898  -21.183
H  9.904  -18.682  -21.007
N  13.965  -13.356  -20.343
C  14.959  -12.640  -20.753
N  15.135  -11.582  -20.051
O  15.772  -12.940  -21.887
H  13.637  -14.132  -20.912
H  13.280  -13.106  -19.620
H  16.041  -11.074  -20.233
H  14.659  -11.311  -19.171
N  13.990  -12.877  -24.069
C  14.625  -12.835  -25.199
N  15.344  -13.857  -25.383
O  14.450  -11.854  -26.215
H  13.448  -12.065  -23.888
H  14.283  -13.434  -23.319
H  15.908  -13.954  -26.254
H  15.326  -14.659  -24.774
C  13.965  -17.083  -24.929
C  14.840  -17.147  -23.669
O  15.569  -15.923  -23.662
H  14.500  -17.162  -25.872
H  13.286  -16.231  -24.896
H  13.355  -17.949  -24.890
H  15.520  -18.037  -23.668
H  14.234  -17.251  -22.816
H  15.898  -15.744  -22.765
C  18.316  -16.410  -21.990
C  17.595  -15.490  -20.985
O  16.190  -15.664  -20.946
H  18.136  -17.475  -21.746
H  19.380  -16.149  -22.057
H  17.816  -16.318  -22.877
H  17.753  -14.416  -21.118
H  18.019  -15.720  -19.979
H  15.874  -15.223  -20.126
C  14.624  -18.689  -20.622
O  14.320  -17.479  -19.895
H  13.896  -19.031  -21.356
H  14.874  -19.498  -19.973
H  15.447  -18.410  -21.217
H  15.092  -16.975  -19.656
C  11.746  -14.134  -26.009
O  11.508  -13.762  -24.658
H  10.875  -14.437  -26.530
H  12.522  -14.875  -26.146
H  12.050  -13.197  -26.554
H  12.337  -13.529  -24.253


# 2
Here is a 3-piece molecular cluster, C4H13NO3S overall from OMol25. Energies are from ωB97M-V/def2-TZVPD.

The calculation puts the energy above the lowest of the compared OMol25 structures with the same formula, charge and spin at 73.8 kcal/mol. As for the SMILES: N[C@@H](C=O)CCS.O.O. The HOMO-LUMO gap is 0.35239 Eh. Its largest force on an atom is 5.4 eV/Å. Its spin multiplicity is 1. Its HOMO energy is -9.167 eV.

Cartesian coordinates (Å):
N  0.756  -2.272  1.738
C  0.317  -0.962  1.383
C  1.169  0.194  1.683
O  0.831  1.360  1.535
C  0.072  -0.774  -0.140
C  1.218  -0.468  -1.017
S  1.033  -0.278  -2.851
H  -0.071  -3.021  1.605
H  1.497  -2.682  1.155
H  -0.604  -0.636  1.901
H  2.159  0.088  2.153
H  -0.636  -1.553  -0.620
H  -0.636  0.140  -0.187
H  2.008  -1.344  -1.183
H  1.995  0.251  -0.613
H  0.839  1.111  -2.860
O  -2.377  0.729  -1.388
H  -3.075  1.226  -0.899
H  -2.855  -0.135  -1.584
O  -1.448  3.032  0.345
H  -0.580  3.404  0.381
H  -1.612  2.588  -0.537